Entry 1:
Formula: C36H28InN3O2Sb
Source: OMol25
Level of theory: ωB97M-V with the def2-TZVPD basis set

```
71
Properties=species:S:1:pos:R:3:forces:R:3
H -1.1294 2.0354 -4.0015 0.0 0.0 0.0
C -1.6385 -3.8590 1.6624 0.0 -0.2 0.0
N -1.2435 -1.4613 1.1961 -0.1 -0.5 -0.1
C -4.3204 0.8478 -4.0760 0.1 0.1 -0.1
C -3.8502 2.2085 -6.0026 0.0 0.0 0.0
C -2.6132 0.4728 3.7580 -0.1 0.1 0.1
H 1.1648 -1.9745 2.1307 0.0 0.0 0.0
H -7.1840 0.5551 0.5533 0.0 0.0 0.0
H -2.2750 -1.8009 -4.0558 0.0 0.0 0.0
N -1.8834 -1.1822 2.2183 0.0 0.5 0.1
O 3.0654 2.3612 -0.8104 0.2 0.1 0.0
C -3.0849 -3.7011 -3.5112 0.0 0.0 0.0
C -4.0183 1.0206 -0.5554 -0.1 0.1 0.0
H -0.8063 -6.5005 -0.2870 0.0 0.0 0.0
C -4.7569 2.9034 0.7603 0.0 0.0 0.0
H -6.7415 2.7679 1.5583 0.0 0.0 0.0
H 4.5250 1.3968 1.0077 0.0 0.0 0.0
Sb -2.4967 0.2282 -1.7888 0.0 -0.2 0.6
O 1.0804 1.3514 -1.0102 0.1 0.2 -0.1
C -2.6345 1.7721 4.2426 0.0 -0.1 -0.1
H -1.8822 -5.9698 1.8707 0.0 0.0 0.0
C 4.0831 -0.2828 2.3084 0.1 0.0 0.0
C -1.2482 2.4767 2.3907 0.0 0.0 -0.1
C 3.8207 0.6340 1.3045 0.0 0.0 0.0
H -5.4770 -0.5484 -0.8117 0.0 0.0 0.0
H -5.7349 1.2493 -5.6291 0.0 0.0 0.0
N 1.6806 -0.3530 0.9644 0.1 0.0 0.1
C -3.7799 2.2745 0.0031 0.0 0.0 0.1
C 2.6035 0.5654 0.6529 0.0 0.0 -0.1
C -2.7646 -2.3719 -3.2743 -0.1 0.0 0.0
C -3.7291 -2.5299 -1.0758 0.1 0.0 0.1
C -4.0522 -3.8576 -1.3172 0.0 0.0 0.0
C -1.9413 2.7644 3.5649 0.0 0.0 0.0
H -2.8353 -4.1535 -4.4613 0.0 0.0 0.0
In -0.3144 0.3870 0.1457 0.0 0.1 -0.2
C -4.7287 1.4202 -5.2708 0.0 0.0 0.0
H -5.0111 0.2320 -3.5125 0.0 0.0 0.0
C -0.4068 -4.4537 -0.7759 0.0 0.1 0.0
C -3.0897 -1.7773 -2.0560 0.0 -0.1 -0.3
H -3.1798 2.0066 5.1456 0.0 0.0 0.0
C 1.9366 -1.2426 1.9272 0.0 0.0 0.0
C -3.7319 -4.4428 -2.5336 0.0 0.0 0.0
H -3.1277 -0.3307 4.2676 0.0 0.0 0.0
H -4.1767 2.6528 -6.9331 0.0 0.0 0.0
C -1.5077 -5.1718 1.2442 0.0 0.0 0.0
C 3.1309 -1.2415 2.6215 0.0 0.0 0.0
C -5.2521 0.4082 -0.3582 0.0 0.0 -0.1
C -5.9789 2.2804 0.9666 0.0 0.0 0.0
C -6.2272 1.0365 0.4054 0.0 0.0 0.0
H -1.9413 3.7740 3.9538 0.0 0.0 0.0
H -3.9653 -2.1018 -0.1088 0.0 0.0 0.0
C -0.8995 -5.4704 0.0285 0.0 0.0 0.0
C -1.1494 -2.8521 0.8430 0.0 0.5 0.1
H -0.7339 3.2832 1.8811 0.0 0.0 0.0
H -2.1117 -3.6141 2.6023 0.0 0.0 0.0
C 2.2610 1.5353 -0.4728 -0.2 -0.2 -0.1
H -0.1446 -2.3367 -0.9880 0.0 0.0 0.0
H 5.0236 -0.2545 2.8421 0.0 0.0 0.0
H -3.9892 -5.4767 -2.7196 0.0 0.0 0.0
C -0.5265 -3.1362 -0.3599 0.1 -0.1 -0.2
H 0.0678 -4.6796 -1.7206 0.0 0.0 0.0
C -3.0236 1.0747 -3.6218 0.1 0.0 -0.2
H -4.5629 3.8782 1.1867 0.0 0.0 0.0
H -4.5517 -4.4360 -0.5512 0.0 0.0 0.0
C -1.9038 0.2053 2.5982 0.1 -0.5 -0.2
H 3.3055 -1.9796 3.3905 0.0 0.0 0.0
H -1.8764 3.0412 -6.1195 0.0 0.0 0.0
C -2.5598 2.4283 -5.5478 0.0 0.0 0.0
C -2.1392 1.8593 -4.3518 0.0 0.0 0.0
C -1.2198 1.1879 1.8776 -0.2 0.1 0.4
H -2.8301 2.7789 -0.1447 0.0 0.0 0.0
```
Positions in Å, forces in eV/Å.

Computed properties:
Highest occupied orbital energy ... -11.55 eV
Frontier orbital gap ... 0.283 Eh
LUMO ... -0.1414 Eh
E_tot ... -58057.0302 eV
Spin multiplicity ... 1
Relative energy (zero: lowest compared OMol25 entry of this formula, charge and spin) ... 0.104 eV
Molecular weight ... 771.22 g/mol
Charge ... +1


Entry 2:
Formula: C28H25N5O4W
Source: OMol25
Level of theory: ωB97M-V with the def2-TZVPD basis set

```
63
Properties=species:S:1:pos:R:3:forces:R:3
C -2.3125 4.3200 -0.3921 0.0 0.0 0.0
H -6.1192 2.2345 -4.4483 0.0 0.0 0.0
H 1.4397 -4.0298 -1.4281 0.0 0.0 0.0
C -4.3406 -0.8194 -2.4916 0.0 0.0 0.0
H 2.6434 3.0096 -3.1388 0.0 0.0 0.0
C 1.5920 -1.9562 -4.1100 0.0 0.0 0.0
H 2.9342 -3.4412 -3.2981 0.0 0.0 0.0
C -0.4909 2.3090 -1.1046 0.0 0.0 0.0
C -3.5914 0.2843 -3.2001 0.0 0.0 0.0
H -6.2001 0.4791 -4.3867 0.0 0.0 0.0
C -1.0579 -3.1224 -0.9221 0.0 0.0 0.0
C -1.6191 1.9873 -0.2938 0.0 0.0 0.0
H -3.0256 5.0831 -0.1093 0.0 0.0 0.0
C -3.5518 2.2915 -4.5351 0.0 0.0 0.0
H 1.6248 -0.5486 3.7448 0.0 0.0 0.0
C -3.5921 2.5878 0.9076 0.0 0.0 0.0
H -6.2070 1.4124 -2.8942 0.0 0.0 0.0
O 1.1978 -0.8529 0.4601 0.1 -0.1 0.1
O 3.2019 -1.8388 0.1484 0.0 0.0 0.0
H 1.0875 4.8791 -2.6183 0.0 0.0 0.0
H 2.0754 0.7070 -2.3739 0.0 0.0 0.0
N 1.2981 -1.2253 3.0652 0.0 0.0 0.0
H 0.0888 -0.5669 -4.7165 0.0 0.0 0.0
C 1.1913 -3.2228 -2.1049 0.0 0.0 0.0
H 3.1814 -2.0858 2.6572 0.0 0.0 0.0
C -2.1688 2.2739 -4.5582 0.0 0.0 0.0
C -1.4767 1.2717 -3.8991 0.0 0.0 0.0
H -5.4133 -0.6680 -2.5454 0.0 0.0 0.0
C -4.2769 1.3084 -3.8669 0.0 0.0 0.0
C -0.0365 -2.5395 -1.9022 -0.1 0.0 0.0
C -5.7814 1.3598 -3.8976 0.0 0.0 0.0
H 0.9221 -2.0304 3.5526 0.0 0.0 0.0
H -1.6223 3.0358 -5.0984 0.0 0.0 0.0
C -3.6958 1.2834 1.3285 0.0 0.0 0.0
C 1.7389 2.8426 -2.5718 0.0 0.0 0.0
C -0.2828 3.6207 -1.5198 0.0 0.0 0.0
C -1.2374 4.6282 -1.1503 0.0 0.0 0.0
C 0.8780 3.8723 -2.2787 0.0 0.0 0.0
H -2.2752 -1.4103 -2.1631 0.0 0.0 0.0
N -1.7368 0.6916 0.1171 0.0 0.0 0.0
C -2.7479 0.3481 0.9120 0.0 0.0 0.0
N -1.5484 -0.7630 -2.4582 0.0 0.1 -0.1
H 2.1977 -1.7918 -4.9914 0.0 0.0 0.0
C 1.4349 1.5485 -2.1396 0.0 0.0 0.0
C 0.4267 -1.2527 -3.9550 0.0 0.0 0.0
H -4.3218 3.3250 1.2196 0.0 0.0 0.0
H -1.0731 5.6438 -1.4857 0.0 0.0 0.0
H -4.1451 -1.7966 -2.9452 0.0 0.0 0.0
W -0.2328 -0.6294 -0.6029 -0.3 0.0 -0.3
C -0.3645 -1.4850 -2.8153 0.0 0.0 0.1
C -2.5245 2.9771 0.0734 0.0 0.0 0.0
H -4.0898 -0.8849 -1.4279 0.0 0.0 0.0
C -2.1921 0.2906 -3.2304 0.0 0.0 0.0
H -4.0855 3.0745 -5.0578 0.0 0.0 0.0
N 2.3697 -1.6274 2.2640 0.0 0.0 0.0
O -1.3000 -4.2727 -0.7780 0.0 0.0 0.0
N 0.3455 1.2858 -1.4276 -0.1 -0.1 0.1
H -4.4992 0.9635 1.9762 0.0 0.0 0.0
H -2.7998 -0.6936 1.2016 0.0 0.0 0.0
C 2.0030 -2.9105 -3.1573 0.0 0.0 0.0
O -1.5369 -2.0928 -0.1891 0.0 0.0 0.0
C 2.3767 -1.4970 0.9319 0.0 0.0 0.0
H -0.3987 1.2729 -3.9202 0.0 0.0 0.0
```
Positions in Å, forces in eV/Å.

Computed properties:
Highest occupied orbital energy ... -14.27 eV
Frontier orbital gap ... 0.254 Eh
LUMO ... -0.2709 Eh
E_tot ... -46896.2596 eV
Spin multiplicity ... 1
Relative energy (zero: lowest compared OMol25 entry of this formula, charge and spin) ... 0.000 eV
Molecular weight ... 679.38 g/mol
Charge ... +2